1.
Entry from the OMol25 dataset: 2 unconnected molecules or ions with the total composition C13H26ClN2O4 at a distorted geometry (ωB97M-V/def2-TZVPD).

Computed properties:
Kohn-Sham gap in eV: 4.911
Largest force on an atom in eV Å⁻¹: 1.594
LUMO energy in eV: 2.49
Charge: -1

Each line ends with the Löwdin charge.
CARTESIAN COORDINATES (ANGSTROEM)
C 1.368 -0.110 3.498  -0.142
C 1.682 -1.048 2.335  -0.242
C 1.752 -0.426 0.918  -0.619
Cl 1.310 1.290 0.875  0.751
N 1.009 -1.140 -0.131  -0.092
C -0.353 -0.704 -0.434  -0.154
C -1.360 -0.682 0.726  -0.146
N -2.637 -1.371 0.376  -0.076
C -3.747 -0.683 1.083  -0.254
C -4.271 0.458 0.230  -0.082
C -2.581 -2.730 0.877  -0.469
C -2.466 -3.811 -0.164  -0.005
O -2.669 -3.004 2.068  0.079
C 1.140 -2.543 -0.070  -0.540
O 0.395 -3.315 0.486  0.125
O 2.205 -3.005 -0.765  0.138
H 1.375 -0.697 4.416  0.072
H 0.367 0.295 3.399  0.058
H 2.106 0.674 3.615  0.062
H 2.637 -1.530 2.538  0.111
H 0.938 -1.838 2.374  0.093
H 2.799 -0.416 0.628  0.096
H -0.334 0.263 -0.923  0.107
H -0.741 -1.391 -1.182  0.122
H -0.970 -1.124 1.641  0.110
H -1.607 0.352 0.944  0.104
H -4.555 -1.387 1.266  0.113
H -3.437 -0.324 2.064  0.114
H -4.722 0.073 -0.679  0.072
H -5.014 1.044 0.764  0.070
H -3.453 1.121 -0.042  0.072
H -1.916 -3.458 -1.029  0.070
H -3.468 -4.125 -0.447  0.087
H -1.956 -4.656 0.280  0.079
H 2.754 -2.254 -1.004  0.116
C 2.688 2.570 -2.708  -0.132
C 2.127 3.902 -3.260  -0.748
C 2.827 5.056 -2.504  -0.130
O 0.787 3.961 -3.103  -0.350
H 2.454 2.471 -1.645  0.022
H 2.248 1.722 -3.238  0.049
H 3.785 2.500 -2.818  0.047
H 2.507 3.968 -4.318  0.095
H 2.590 5.007 -1.438  0.053
H 2.484 6.019 -2.889  0.049
H 3.926 5.023 -2.611  0.045

2.
Entry from the OMol25 dataset: 2 unconnected molecules or ions with the total composition C4H5NO at a distorted geometry (ωB97M-V/def2-TZVPD).

Computed properties:
Kohn-Sham gap in eV: 10.085
Largest force on an atom in eV Å⁻¹: 1.690
Relative energy (zero: lowest compared OMol25 entry of this formula, charge and spin) in kJ/mol: 220.6
LUMO energy in eV: 0.54

Each line ends with the Löwdin charge.
CARTESIAN COORDINATES (ANGSTROEM)
O -1.871 1.317 1.440  0.076
C -1.306 1.395 0.461  0.001
C -1.091 -0.837 -0.577  -0.118
N -0.292 -1.050 0.388  -0.027
C 1.677 0.156 -0.363  0.017
C 0.783 -0.161 0.569  -0.322
H -2.026 -1.394 -0.624  0.080
H -0.901 -0.126 -1.392  0.072
H 1.551 -0.172 -1.390  0.059
H 2.576 0.707 -0.114  0.055
H 0.899 0.167 1.604  0.108

3.
Entry from the OMol25 dataset: a gas-phase ion, C2H3O2 (charge +1) at a distorted geometry (ωB97M-V/def2-TZVPD).

Computed properties:
Kohn-Sham gap in eV: 13.526
Largest force on an atom in eV Å⁻¹: 6.989
Relative energy (zero: lowest compared OMol25 entry of this formula, charge and spin) in kJ/mol: 531.4
LUMO energy in eV: -5.03
Charge: +1

Each line ends with the Löwdin charge.
CARTESIAN COORDINATES (ANGSTROEM)
C 0.435 -0.470 -0.451  0.180
C -0.136 0.449 0.669  -0.023
O -0.682 1.320 -0.224  0.206
O -0.937 -0.009 -0.362  0.128
H 1.017 -0.174 -1.244  0.127
H 0.679 -1.482 -0.163  0.158
H -0.377 0.366 1.774  0.223

4.
Entry from the OMol25 dataset: C22H26N4O in the gas phase (ωB97M-V/def2-TZVPD).

Computed properties:
Kohn-Sham gap in eV: 8.095
Largest force on an atom in eV Å⁻¹: 0.822
SMILES: CCCOc1ccc(-c2nc(N3CCN(C)CC3)c3ccccc3n2)cc1
Relative energy (zero: lowest compared OMol25 entry of this formula, charge and spin) in kJ/mol: 119.9
LUMO energy in eV: 0.40

Each line ends with the Löwdin charge.
CARTESIAN COORDINATES (ANGSTROEM)
C 4.741 -3.308 -6.264  -0.111
C 3.276 -3.533 -5.912  -0.231
C 2.868 -2.732 -4.680  -0.229
O 1.503 -2.992 -4.430  -0.043
C 0.892 -2.373 -3.385  -0.265
C -0.465 -2.665 -3.216  0.002
C -1.182 -2.090 -2.193  -0.018
C -0.566 -1.206 -1.305  -0.164
C -1.336 -0.587 -0.227  -0.289
N -0.676 0.262 0.577  0.181
C -1.329 0.854 1.560  -0.208
N -0.585 1.582 2.433  -0.060
C 0.799 1.875 2.127  -0.135
C 1.097 3.308 2.598  -0.169
N 0.809 3.534 4.002  -0.228
C 1.806 3.002 4.906  -0.099
C -0.549 3.126 4.304  -0.173
C -0.848 1.689 3.851  -0.135
C -2.760 0.755 1.642  -0.069
C -3.617 1.583 2.382  -0.042
C -4.968 1.344 2.403  -0.084
C -5.512 0.275 1.681  -0.079
C -4.713 -0.498 0.884  -0.013
C -3.328 -0.250 0.811  -0.214
N -2.594 -0.936 -0.086  0.160
C 0.785 -0.922 -1.474  -0.021
C 1.512 -1.495 -2.500  -0.015
H 4.928 -2.258 -6.475  0.072
H 5.010 -3.889 -7.142  0.070
H 5.383 -3.612 -5.440  0.072
H 3.094 -4.590 -5.716  0.114
H 2.639 -3.234 -6.746  0.114
H 3.478 -3.035 -3.816  0.133
H 3.025 -1.659 -4.860  0.133
H -0.929 -3.349 -3.909  0.116
H -2.229 -2.309 -2.057  0.107
H 0.939 1.787 1.051  0.111
H 1.466 1.159 2.625  0.126
H 2.144 3.550 2.409  0.119
H 0.472 3.999 2.023  0.124
H 1.546 3.299 5.922  0.085
H 1.911 1.909 4.881  0.076
H 2.770 3.444 4.656  0.085
H -0.720 3.226 5.378  0.120
H -1.220 3.814 3.779  0.120
H -1.872 1.404 4.082  0.110
H -0.180 0.998 4.387  0.126
H -3.223 2.447 2.897  0.103
H -5.621 1.991 2.971  0.101
H -6.576 0.090 1.729  0.103
H -5.116 -1.287 0.268  0.111
H 1.264 -0.244 -0.785  0.101
H 2.559 -1.253 -2.602  0.101

5.
Entry from the OMol25 dataset: a molecular structure, C8H4Cl5CuINO2 (ωB97M-V/def2-TZVPD).

Computed properties:
Kohn-Sham gap in eV: 7.136
Largest force on an atom in eV Å⁻¹: 0.474
LUMO energy in eV: -0.69

Each line ends with the Löwdin charge.
CARTESIAN COORDINATES (ANGSTROEM)
Cu -0.363 0.491 1.183  0.331
Cl 2.133 -5.283 -1.893  0.661
C 1.897 -3.744 -1.150  -0.722
C 0.657 -3.392 -0.635  -0.704
Cl -0.664 -4.497 -0.733  0.680
C 0.479 -2.148 -0.043  -0.548
Cl -1.089 -1.708 0.596  0.770
C 1.512 -1.195 0.071  -0.480
O 1.373 -0.029 0.617  -0.202
C 2.759 -1.589 -0.467  -0.610
Cl 4.045 -0.446 -0.352  0.709
C 2.949 -2.825 -1.059  -0.700
Cl 4.494 -3.244 -1.694  0.680
N -0.937 3.366 0.185  0.194
C -1.903 2.829 0.934  -0.631
O -1.746 1.780 1.571  -0.042
C -3.217 3.550 1.013  -0.546
I -4.299 3.290 -0.810  0.822
H -0.063 2.870 0.084  0.116
H -1.098 4.188 -0.370  0.114
H -3.098 4.619 1.153  0.053
H -3.819 3.116 1.800  0.056

6.
Entry from the OMol25 dataset: 2 unconnected molecules or ions with the total composition C2H6OS2 at a distorted geometry (ωB97M-V/def2-TZVPD).

Computed properties:
Kohn-Sham gap in eV: 9.384
Largest force on an atom in eV Å⁻¹: 1.946
SMILES: CC=O.SS
Relative energy (zero: lowest compared OMol25 entry of this formula, charge and spin) in kJ/mol: 26.8
LUMO energy in eV: 0.06

Each line ends with the Löwdin charge.
CARTESIAN COORDINATES (ANGSTROEM)
C -2.353 -0.143 1.359  -0.049
C -1.865 0.304 -0.010  -0.372
O -1.855 1.470 -0.293  0.017
H -2.440 0.661 2.075  0.079
H -3.335 -0.606 1.205  0.080
H -1.766 -1.023 1.631  0.069
H -1.515 -0.442 -0.734  0.068
S 1.177 -1.277 -0.705  0.258
S 1.652 0.605 0.138  0.243
H 1.901 -1.930 0.218  -0.210
H 2.414 1.234 -0.817  -0.183

7.
Entry from the OMol25 dataset: a molecular structure, C12H36O6S6Sn at a distorted geometry (ωB97M-V/def2-TZVPD).

Computed properties:
Kohn-Sham gap in eV: 8.536
Largest force on an atom in eV Å⁻¹: 2.220
Relative energy (zero: lowest compared OMol25 entry of this formula, charge and spin) in kJ/mol: 44.0
LUMO energy in eV: -5.80
Charge: +2

Each line ends with the Löwdin charge.
CARTESIAN COORDINATES (ANGSTROEM)
Sn -0.805 0.600 0.452  1.701
C -0.572 1.884 4.226  -0.237
S 1.030 1.100 3.941  0.875
O 1.035 0.696 2.485  -0.685
C 2.037 2.559 4.197  -0.244
H -1.367 1.189 3.984  0.017
H -0.578 2.821 3.667  0.061
H -0.599 2.203 5.270  0.072
H 1.560 3.496 3.916  0.062
H 2.988 2.431 3.678  0.063
H 2.350 2.631 5.241  0.069
C -2.094 -2.577 4.719  -0.208
S -2.897 -1.411 3.574  0.886
O -1.781 -0.779 2.760  -0.726
C -3.796 -2.531 2.494  -0.244
H -2.455 -3.578 4.495  0.058
H -2.392 -2.279 5.721  0.056
H -1.022 -2.466 4.587  0.049
H -4.793 -2.726 2.883  0.069
H -3.210 -3.402 2.209  0.042
H -3.968 -2.002 1.552  0.059
C 3.670 1.876 -2.057  -0.255
S 3.014 1.642 -0.413  0.884
O 1.519 1.744 -0.629  -0.666
C 3.369 -0.123 -0.341  -0.241
H 4.739 1.669 -2.137  0.072
H 3.578 2.931 -2.319  0.060
H 3.165 1.265 -2.804  0.044
H 2.936 -0.561 -1.237  0.046
H 2.893 -0.577 0.525  0.031
H 4.447 -0.240 -0.233  0.071
C -0.018 3.634 -2.966  -0.235
S -1.627 2.856 -2.755  0.858
O -1.757 2.297 -1.363  -0.715
C -2.617 4.355 -2.708  -0.230
H -0.146 4.275 -3.841  0.065
H 0.682 2.840 -3.218  0.025
H 0.307 4.257 -2.135  0.075
H -2.417 4.962 -3.594  0.066
H -2.304 4.947 -1.850  0.070
H -3.678 4.126 -2.756  0.063
C 0.337 -4.009 -0.895  -0.231
S 0.992 -3.089 0.505  0.902
O 0.744 -1.639 0.172  -0.681
C -0.169 -3.607 1.759  -0.248
H -0.365 -3.381 -1.447  0.052
H -0.325 -4.795 -0.524  0.060
H 1.086 -4.437 -1.553  0.061
H -0.019 -2.969 2.623  0.039
H 0.034 -4.642 2.045  0.078
H -1.173 -3.620 1.337  0.048
C -0.853 -0.208 -4.716  -0.241
S 0.435 -0.243 -3.456  0.830
O -0.350 -0.411 -2.188  -0.656
C 1.087 -1.877 -3.897  -0.220
H -0.549 -0.401 -5.748  0.070
H -1.181 0.828 -4.785  0.020
H -1.635 -0.923 -4.470  0.075
H 0.385 -2.597 -3.476  0.045
H 2.094 -2.043 -3.528  0.055
H 0.998 -1.971 -4.977  0.058

8.
Entry from the OMol25 dataset: C23H20FN3O4S in the gas phase (ωB97M-V/def2-TZVPD).

Computed properties:
Kohn-Sham gap in eV: 8.290
Largest force on an atom in eV Å⁻¹: 0.986
SMILES: COc1ccc(/N=C2\S[C@@H](CC(=O)Nc3ccccc3F)C(=O)N2Cc2ccco2)cc1
LUMO energy in eV: 0.51

Each line ends with the Löwdin charge.
CARTESIAN COORDINATES (ANGSTROEM)
C 6.817 1.436 -0.593  -0.096
O 5.691 2.032 0.000  -0.089
C 4.518 1.336 0.017  -0.280
C 4.337 0.065 -0.518  -0.023
C 3.098 -0.544 -0.451  -0.013
C 2.029 0.090 0.172  -0.289
N 0.795 -0.537 0.158  0.142
C 0.003 -0.627 1.122  -0.547
S 0.247 -0.187 2.839  1.070
C -1.527 -0.381 3.183  -0.433
C -2.231 0.988 3.262  -0.090
C -2.090 1.655 1.899  -0.481
O -1.122 2.317 1.601  0.065
N -3.108 1.352 1.047  0.154
C -3.162 1.582 -0.330  -0.154
C -2.084 2.023 -1.092  -0.007
C -2.218 2.181 -2.460  -0.078
C -3.417 1.907 -3.095  -0.086
C -4.502 1.466 -2.355  -0.011
C -4.360 1.310 -0.994  -0.210
F -5.414 0.873 -0.261  0.066
C -2.112 -1.153 2.011  -0.480
O -3.238 -1.595 1.992  0.100
N -1.251 -1.184 0.963  0.003
C -1.623 -1.781 -0.312  -0.029
C -0.710 -2.906 -0.662  -0.272
C 0.206 -3.047 -1.661  -0.034
C 0.802 -4.317 -1.472  -0.061
C 0.206 -4.847 -0.370  -0.118
O -0.710 -4.002 0.127  0.059
C 2.207 1.369 0.703  -0.032
C 3.436 1.983 0.618  0.003
H 6.653 1.232 -1.656  0.094
H 7.097 0.508 -0.084  0.095
H 7.624 2.160 -0.487  0.092
H 5.150 -0.461 -0.994  0.101
H 2.952 -1.530 -0.864  0.108
H -1.656 -0.928 4.118  0.122
H -1.735 1.604 4.013  0.125
H -3.276 0.837 3.536  0.126
H -3.908 0.851 1.415  0.143
H -1.147 2.241 -0.607  0.104
H -1.370 2.523 -3.033  0.106
H -3.513 2.035 -4.161  0.103
H -5.451 1.243 -2.816  0.119
H -1.572 -1.019 -1.093  0.135
H -2.652 -2.133 -0.184  0.140
H 0.429 -2.332 -2.426  0.113
H 1.565 -4.768 -2.072  0.099
H 0.340 -5.780 0.140  0.118
H 1.372 1.885 1.153  0.090
H 3.588 2.973 1.015  0.119

9.
Entry from the OMol25 dataset: C3H4N2O in the gas phase (ωB97M-V/def2-TZVPD).

Computed properties:
Kohn-Sham gap in eV: 9.366
Largest force on an atom in eV Å⁻¹: 0.775
SMILES: O=c1[nH]cc[nH]1
Relative energy (zero: lowest compared OMol25 entry of this formula, charge and spin) in kJ/mol: 26.7
LUMO energy in eV: 0.83

Each line ends with the Löwdin charge.
CARTESIAN COORDINATES (ANGSTROEM)
O 2.381 0.207 -0.279  0.052
C 1.175 0.101 -0.201  -0.543
N 0.472 -1.114 -0.100  0.090
C -0.914 -0.809 0.019  -0.112
C -1.053 0.524 0.011  -0.103
N 0.221 1.090 -0.093  0.106
H 0.876 -1.633 0.665  0.143
H -1.685 -1.570 -0.011  0.106
H -1.939 1.140 0.020  0.110
H 0.465 2.063 -0.031  0.152

10.
Entry from the OMol25 dataset: 2 unconnected molecules or ions with the total composition C3H10OS2 at a distorted geometry (ωB97M-V/def2-TZVPD).

Computed properties:
Kohn-Sham gap in eV: 9.418
Largest force on an atom in eV Å⁻¹: 1.615
SMILES: CCO.CSS
Relative energy (zero: lowest compared OMol25 entry of this formula, charge and spin) in kJ/mol: 79.3
LUMO energy in eV: 0.45

Each line ends with the Löwdin charge.
CARTESIAN COORDINATES (ANGSTROEM)
C 1.724 -2.085 -2.337  -0.102
C 1.656 -0.784 -3.077  -0.295
O 1.710 -0.998 -4.515  -0.101
H 2.616 -2.664 -2.559  0.075
H 0.867 -2.726 -2.514  0.078
H 1.855 -1.929 -1.273  0.073
H 0.735 -0.233 -2.880  0.107
H 2.490 -0.122 -2.911  0.102
H 1.768 -1.946 -4.668  0.063
C -1.903 2.740 3.278  -0.482
S -1.314 1.139 3.910  0.347
S -2.669 0.772 5.433  0.295
H -2.796 2.990 3.839  0.007
H -1.090 3.449 3.206  0.025
H -2.301 2.579 2.286  0.015
H -3.349 -0.181 4.781  -0.206

11.
Entry from the OMol25 dataset: C4H7Cl3N2OSi in the gas phase at a distorted geometry (ωB97M-V/def2-TZVPD).

Computed properties:
Kohn-Sham gap in eV: 6.993
Largest force on an atom in eV Å⁻¹: 3.652
LUMO energy in eV: 0.51

Each line ends with the Löwdin charge.
CARTESIAN COORDINATES (ANGSTROEM)
C -0.737 0.065 -1.504  -0.470
C -0.315 -0.582 1.716  -0.149
C 0.515 0.197 0.658  -0.096
C -1.311 -0.956 0.588  -0.221
N -0.488 -0.246 -0.265  -0.148
N -0.044 1.112 -2.152  0.126
O -1.967 -0.289 -2.000  -0.187
Si -3.393 0.075 -1.154  -0.737
Cl -2.805 1.697 -0.084  0.434
Cl -4.723 0.564 -2.626  0.319
Cl -4.338 -1.480 -0.353  0.386
H 0.192 -1.418 2.309  0.120
H -0.639 0.057 2.455  0.051
H 0.646 1.352 0.576  0.156
H 1.451 -0.224 0.594  0.086
H -1.555 -2.053 0.349  0.102
H 0.948 0.977 -2.462  0.115
H -0.631 1.329 -2.988  0.113

12.
Entry from the OMol25 dataset: 2 unconnected molecules or ions with the total composition C3H9N2O2 at a distorted geometry (ωB97M-V/def2-TZVPD).

Computed properties:
Kohn-Sham gap in eV: 10.095
Largest force on an atom in eV Å⁻¹: 1.264
Relative energy (zero: lowest compared OMol25 entry of this formula, charge and spin) in kJ/mol: 158.9
LUMO energy in eV: -3.15
Charge: +1

Each line ends with the Löwdin charge.
CARTESIAN COORDINATES (ANGSTROEM)
C -0.236 -1.032 -0.928  -0.076
C -1.144 -0.716 -1.859  -0.183
N -1.954 -1.606 -2.512  0.087
N 0.383 0.092 -0.185  0.180
H 0.139 -1.997 -0.635  0.123
H -1.318 0.322 -2.125  0.132
H -1.981 -1.491 -3.517  0.112
H -1.809 -2.582 -2.282  0.108
H 1.386 0.124 -0.176  0.145
H 0.080 0.052 0.786  0.133
H 0.047 1.000 -0.507  0.166
O -0.216 1.904 2.614  0.110
C 0.912 1.766 2.924  -0.360
O 1.776 1.202 2.044  0.045
H 1.353 2.072 3.877  0.153
H 2.583 0.892 2.480  0.124

Among the records above, which one has the lowest largest force on an atom?
C8H4Cl5CuINO2

What is the formula in the tenth record?
C3H10OS2

Which of these has the lowest largest force on an atom?
C8H4Cl5CuINO2